{
  "formula": "C2H3O",
  "method": "ωB97M-V/def2-TZVPD",
  "species": ["C", "C", "H", "H", "O", "H"],
  "positions_angstrom": [[-1.3538, -1.0508, 0.2661], [-0.4328, -0.2633, 0.0667], [-2.1517, -1.7510, 0.4431], [0.6226, 0.1382, -0.0349], [1.2211, 1.2727, -0.3216], [2.0946, 1.6542, -0.4194]],
  "multiplicity": 2,
  "gap_ev": [10.383, 6.207],
  "s_squared": 0.755,
  "e_above_lowest_kcal_mol": 98.4
}



{
  "formula": "C16H32BClO21PS5",
  "method": "ωB97M-V/def2-TZVPD",
  "species": ["C", "C", "C", "P", "Cl", "C", "C", "B", "C", "O", "H", "H", "H", "H", "H", "H", "H", "H", "H", "H", "H", "H", "C", "C", "O", "S", "O", "O", "O", "H", "H", "H", "H", "C", "C", "O", "S", "O", "O", "O", "H", "H", "H", "H", "C", "C", "O", "S", "O", "O", "O", "H", "H", "H", "H", "C", "C", "O", "S", "O", "O", "O", "H", "H", "H", "H", "C", "C", "O", "S", "O", "O", "O", "H", "H", "H", "H"],
  "positions_angstrom": [[-2.1915, -1.3392, 0.6251], [-1.0345, -0.8410, 0.2059], [0.5199, -0.5099, -0.1621], [1.5935, -0.8007, 1.4426], [2.5738, -1.1592, 3.3165], [1.3040, -2.6950, 1.2368], [2.3460, -3.5848, 1.7599], [1.7478, 1.1046, 1.6913], [0.7497, 1.8261, 2.7717], [2.6761, 1.9823, 0.9665], [-2.9989, -1.8321, 1.2935], [0.8958, -1.1531, -1.0567], [0.5726, 0.6000, -0.4847], [0.3345, -0.7377, 2.1824], [2.8190, -0.8931, 0.6819], [0.4008, -3.1799, 0.7172], [3.4110, -3.3795, 1.3316], [2.1347, -4.3763, 2.5757], [0.9176, 1.3154, 3.8007], [0.9885, 2.9685, 2.8378], [-0.3689, 1.7811, 2.4420], [3.5494, 1.8987, 1.4226], [0.3946, 3.0818, -3.3728], [0.0088, 3.2655, -4.8337], [0.0361, 1.9522, -5.3921], [-0.3928, 0.8815, -4.2461], [-1.7872, 0.5837, -4.4093], [0.6179, -0.1329, -4.1736], [-0.2317, 1.8654, -2.9663], [1.4762, 2.9616, -3.2620], [0.0567, 3.9112, -2.7494], [0.6956, 3.9248, -5.3659], [-1.0110, 3.6513, -4.9271], [-3.2721, 0.9983, 6.4855], [-1.9877, 1.7948, 6.2982], [-1.0122, 0.8368, 5.8952], [-1.7406, -0.3300, 5.0290], [-1.5682, -0.0304, 3.6364], [-1.4003, -1.5992, 5.6021], [-3.2732, 0.0295, 5.4383], [-3.2706, 0.4667, 7.4417], [-4.1612, 1.6283, 6.4224], [-1.6751, 2.3011, 7.2124], [-2.0927, 2.5292, 5.4935], [2.6717, -2.6896, 6.6394], [3.9364, -2.2784, 7.3781], [3.5035, -1.3350, 8.3583], [2.0020, -1.7262, 8.8419], [2.1040, -2.4755, 10.0631], [1.1669, -0.5683, 8.7074], [1.6537, -2.7603, 7.6410], [2.3780, -1.9316, 5.9077], [2.7811, -3.6529, 6.1388], [4.6788, -1.8326, 6.7150], [4.3820, -3.1297, 7.9025], [-4.9856, 1.6098, -6.0067], [-5.5234, 0.4638, -5.1628], [-6.4846, 1.0620, -4.2935], [-7.1851, 2.3119, -5.0597], [-8.4300, 1.8600, -5.6133], [-7.0804, 3.4721, -4.2241], [-6.1116, 2.4471, -6.2718], [-4.2482, 2.1964, -5.4512], [-4.5419, 1.2613, -6.9407], [-4.7403, -0.0329, -4.5885], [-6.0419, -0.2733, -5.7837], [2.9908, -0.7383, -5.9174], [2.2702, -1.6008, -6.9429], [3.0631, -1.5096, -8.1271], [4.6236, -1.3388, -7.7072], [5.2486, -2.6295, -7.7647], [5.1505, -0.1879, -8.3817], [4.3837, -0.9610, -6.1466], [2.7843, 0.3235, -6.0799], [2.7252, -1.0063, -4.8943], [1.2526, -1.2581, -7.1331], [2.2481, -2.6493, -6.6310]],
  "gap_ev": 5.180,
  "total_charge": -1
}



no.,E (a.u.)
1,-153.01196
2,-5025.88957